Record 1
DFT (ωB97M-V with the def2-TZVPD basis set) results for a molecular structure, C24H19ClN3O3V at a distorted geometry.

XYZ file:
```
51
Properties=species:S:1:pos:R:3:nbo_charge:R:1
V -0.65944 0.71276 0.24824 1.44
C -2.84626 1.46001 2.13616 -0.23
C -2.79878 0.23982 2.77728 -0.31
C -1.43461 -0.03687 3.10182 -0.24
C -0.65382 1.02711 2.67607 -0.35
C -1.50721 1.93942 1.96461 -0.49
H -3.73308 1.93727 1.73955 0.21
H -3.63866 -0.41281 2.97362 0.21
H -1.07272 -0.92038 3.60903 0.21
H 0.38207 1.20363 2.91058 0.24
H -1.26421 2.97658 1.77663 0.24
O -1.86088 3.59911 -2.21397 -0.61
C -1.70376 2.63810 -1.48696 0.64
N -0.54918 2.14869 -0.96804 -0.70
C 0.70436 2.41634 -1.64131 -0.27
C 1.24640 1.06990 -2.09882 0.27
C 2.50039 0.93339 -2.68038 -0.25
C 2.92303 -0.32128 -3.06334 -0.14
C 2.08438 -1.41140 -2.86579 -0.27
C 0.86245 -1.19093 -2.26972 0.07
N 0.43968 0.02271 -1.88662 -0.47
C -2.86409 1.71390 -1.14510 0.15
C -4.15642 1.95199 -1.54149 -0.21
C -5.10404 0.95799 -1.33849 -0.14
C -4.71946 -0.24130 -0.76898 -0.25
C -3.40397 -0.39569 -0.37123 0.09
N -2.50028 0.56960 -0.53969 -0.49
H 1.43010 2.91247 -0.99641 0.22
H 0.53255 3.04997 -2.51298 0.24
H 3.12985 1.80468 -2.81612 0.22
H 3.90161 -0.45649 -3.50792 0.22
H 2.38060 -2.41152 -3.15141 0.23
H 0.18900 -2.01235 -2.06242 0.21
H -4.38550 2.89451 -2.01955 0.25
H -6.13349 1.11532 -1.63532 0.23
H -5.42537 -1.04528 -0.61513 0.23
H -3.05750 -1.29291 0.12333 0.22
Cl 5.77946 -4.26039 2.30445 0.01
C 4.46179 -3.20330 1.89098 -0.01
C 3.20424 -3.74314 1.67587 -0.24
C 2.15916 -2.89664 1.34322 -0.15
C 2.37542 -1.53015 1.22884 -0.11
C 3.64182 -1.00321 1.45071 -0.15
C 4.69426 -1.84043 1.78321 -0.24
C 1.25104 -0.64309 0.85660 0.76
O 1.40483 0.60938 0.74747 -0.69
O 0.10042 -1.15318 0.61701 -0.71
H 3.05191 -4.80931 1.77124 0.23
H 1.16579 -3.28944 1.17130 0.24
H 3.79005 0.06506 1.35918 0.24
H 5.68607 -1.44823 1.96014 0.23
```

Results
LUMO level (alpha / beta) ... -0.10 / -0.16 eV
Gap between HOMO and LUMO (alpha / beta) ... 7.41 / 7.48 eV
2S+1 ... 3
Total energy ... -74021.5177 eV
E_HOMO (alpha / beta) ... -7.51 / -7.64 eV

=====

Record 2
DFT (ωB97M-V with the def2-TZVPD basis set) results for a molecular structure, C24H19LiN4O7.

XYZ file:
```
55
Properties=species:S:1:pos:R:3:nbo_charge:R:1
Li 0.99473 0.53166 0.49746 0.86
O -2.43149 -3.51451 0.62569 -0.68
C -1.47434 -2.85397 0.20874 0.62
N -0.52997 -2.19480 0.88562 -0.69
C -0.22684 -2.52554 2.14945 0.63
O -0.24804 -3.63633 2.68192 -0.66
C 0.26973 -1.36228 3.01298 0.14
C 0.37659 -1.58401 4.38445 -0.24
C 0.77779 -0.54655 5.20515 -0.19
C 1.07177 0.68202 4.63319 -0.28
C 0.95733 0.81237 3.25878 0.07
N 0.56033 -0.18287 2.46354 -0.45
C -1.40861 -2.63844 -1.30180 0.17
C -2.56445 -2.82265 -2.05724 -0.23
C -2.51726 -2.59913 -3.41920 -0.19
C -1.31582 -2.20892 -3.99517 -0.27
C -0.21544 -2.06583 -3.16888 0.06
N -0.25541 -2.28277 -1.85798 -0.43
H 0.13889 -2.56943 4.75766 0.24
H 0.86149 -0.69307 6.27670 0.19
H 1.39244 1.52600 5.22982 0.20
H 1.18595 1.75107 2.76834 0.24
H -3.46426 -3.12881 -1.54315 0.23
H -3.40711 -2.71437 -4.02821 0.19
H -1.23555 -1.99869 -5.05399 0.20
H 0.74199 -1.74035 -3.56318 0.19
C 3.04658 -2.20765 0.40063 -0.62
C 3.08331 -0.99161 -0.52162 0.13
C 3.87376 -1.29533 -1.78795 -0.62
O 1.75798 -0.60735 -0.88379 -0.80
C 3.72251 0.18537 0.27773 0.76
O 4.96500 0.18862 0.34864 -0.77
O 2.90990 0.98124 0.81586 -0.81
H 2.54369 -3.04775 -0.08805 0.20
H 2.49671 -1.97344 1.31298 0.22
H 4.06544 -2.49424 0.66543 0.21
H 3.43472 -2.15854 -2.30039 0.18
H 4.91441 -1.50107 -1.54093 0.22
H 3.83808 -0.43511 -2.45897 0.21
H 1.17321 -1.38540 -0.99977 0.52
O -0.27721 3.47337 1.71684 -0.64
C -0.74353 3.08292 0.65454 0.64
N -0.44428 1.93975 -0.02119 -0.71
C -1.19707 1.87636 -1.16164 0.64
O -1.20418 1.00362 -2.01286 -0.62
C -2.07515 3.11466 -1.24220 -0.04
C -3.00087 3.53361 -2.17417 -0.22
C -3.64949 4.74590 -1.93936 -0.23
C -3.36659 5.49896 -0.80218 -0.24
C -2.42730 5.05979 0.13096 -0.19
C -1.79556 3.85952 -0.11707 -0.13
H -3.21024 2.93305 -3.05120 0.22
H -4.38568 5.11112 -2.64694 0.19
H -3.88685 6.43740 -0.64490 0.19
H -2.19578 5.63242 1.02094 0.21
```

Results
LUMO level ... 4.58 eV
Gap between HOMO and LUMO ... 7.39 eV
Total energy ... -45700.7681 eV
Energy above the lowest of the compared OMol25 structures with the same formula, charge and spin ... 0.0 kcal/mol
Charge ... -2
E_HOMO ... -2.81 eV

=====

Record 3
DFT (ωB97M-V with the def2-TZVPD basis set) results for 2 unconnected molecules or ions with the total composition C24H19N5O at a distorted geometry.

XYZ file:
```
49
Properties=species:S:1:pos:R:3:nbo_charge:R:1
C -4.37326 -5.90135 -1.48340 -0.23
C -4.48007 -4.54726 -1.15827 -0.19
C -3.33716 -3.74716 -1.04116 -0.27
C -2.09066 -4.32394 -1.30860 0.30
O -0.88900 -3.61295 -1.19138 -0.51
C -0.54077 -3.14773 0.08060 0.32
C 0.37401 -3.87912 0.85471 -0.24
C 0.68923 -3.43696 2.12337 -0.13
C 0.19200 -2.19980 2.63283 -0.15
C 0.60577 -1.75545 3.94281 0.17
C -0.19597 -1.01279 4.89512 -0.16
C 0.29111 -0.80210 6.23152 -0.13
C -0.42982 -0.06593 7.16382 -0.21
C -1.70853 0.43630 6.85373 -0.15
C -2.25844 0.13747 5.59219 -0.22
C -1.55031 -0.61687 4.66177 -0.15
C -0.68814 -1.46425 1.80058 -0.16
C -1.09109 -1.95933 0.56343 -0.21
C -1.96610 -5.67850 -1.63109 -0.25
C -3.11286 -6.46926 -1.69129 -0.19
H -5.27745 -6.51799 -1.55602 0.22
H -5.46033 -4.09087 -0.99844 0.22
H -3.40397 -2.69984 -0.74692 0.22
H 0.78982 -4.81223 0.46812 0.24
H 1.30732 -4.06642 2.77444 0.22
H 1.29741 -2.43214 4.42890 0.23
H 1.20743 -1.28713 6.57996 0.22
H -0.00566 0.13950 8.14798 0.23
H -2.24984 1.06187 7.56321 0.22
H -3.25134 0.51076 5.34644 0.22
H -2.08582 -0.98291 3.78093 0.23
H -1.09799 -0.50879 2.13503 0.22
H -1.84432 -1.45233 -0.04504 0.22
H -0.97571 -6.09814 -1.79417 0.23
H -3.01682 -7.53225 -1.91889 0.22
N 7.24288 -1.02163 3.22287 -0.80
C 6.08324 -0.83063 2.55652 0.42
N 6.04181 -0.42540 1.27768 -0.54
C 4.82493 -0.33710 0.66481 0.24
N 3.59671 -0.65715 1.18849 -0.51
C 3.58443 -1.01893 2.45317 0.30
C 4.84588 -1.08625 3.22766 -0.04
N 4.55879 -1.21272 4.54054 -0.50
C 3.19688 -1.24115 4.57271 0.14
N 2.55384 -1.14127 3.37176 -0.47
H 7.23253 -1.30840 4.19227 0.41
H 8.12794 -0.91958 2.73411 0.40
H 4.83632 0.02288 -0.37485 0.18
H 2.68075 -1.32716 5.52916 0.17
```

Results
LUMO level ... -1.68 eV
Gap between HOMO and LUMO ... 5.37 eV
Total energy ... -34691.6106 eV
E_HOMO ... -7.04 eV

=====

Record 4
DFT (ωB97M-V with the def2-TZVPD basis set) results for a molecular structure, C24H20AuClNPSe at a distorted geometry.

XYZ file:
```
49
Properties=species:S:1:pos:R:3:nbo_charge:R:1
C -1.19821 -1.47433 1.41020 -0.25
C -0.99289 -2.07611 0.17918 -0.28
C 0.41242 -2.20878 -0.09201 -0.28
H -1.81698 -2.42182 -0.44974 0.22
C 1.12753 -1.57712 0.93104 -0.35
C 0.15853 -1.26360 2.04208 -0.14
H 0.36218 -1.90919 2.93042 0.23
H -2.13509 -1.28080 1.96280 0.23
H 0.81338 -2.78686 -0.93475 0.23
H 2.20702 -1.64160 1.10860 0.24
Au 0.09787 0.54463 -0.09596 0.85
Cl 2.13901 1.59972 0.19802 -0.61
P -0.00510 0.34712 -2.36676 0.98
C 1.23236 -0.72303 -3.15172 -0.38
C 0.93834 -1.45520 -4.31676 -0.22
H -0.06706 -1.43504 -4.73075 0.23
C 1.93192 -2.19696 -4.95822 -0.16
H 1.69065 -2.74792 -5.87122 0.21
C 3.23097 -2.21605 -4.44018 -0.21
H 4.01016 -2.78959 -4.94806 0.22
C 3.53395 -1.49586 -3.27745 -0.20
H 4.55273 -1.50588 -2.88092 0.22
C 2.53802 -0.75814 -2.63506 -0.19
H 2.76084 -0.18587 -1.73265 0.26
C -1.59437 -0.14562 -3.06994 -0.41
C -2.04514 -1.47356 -2.96347 -0.19
H -1.38815 -2.23733 -2.54491 0.22
C -3.32518 -1.81905 -3.40122 -0.21
H -3.66628 -2.85486 -3.32289 0.22
C -4.16494 -0.83728 -3.94462 -0.20
H -5.15879 -1.10940 -4.30590 0.22
C -3.73381 0.49186 -4.02685 -0.23
H -4.38121 1.26043 -4.45461 0.22
C -2.46371 0.83935 -3.56984 -0.13
H -2.12804 1.87410 -3.60997 0.22
C 0.32608 1.99846 -3.02173 -0.41
C 0.87132 2.12862 -4.30382 -0.13
H 1.12446 1.23726 -4.87378 0.21
C 1.07323 3.39766 -4.84477 -0.22
H 1.46650 3.48784 -5.85909 0.22
C 0.76046 4.53349 -4.08798 -0.19
H 0.91520 5.52684 -4.51363 0.22
C 0.25331 4.40416 -2.78769 -0.21
H 0.01745 5.29152 -2.19585 0.22
C 0.04239 3.13549 -2.25416 -0.17
H -0.30441 3.00249 -1.22979 0.23
Se -0.14027 0.55927 5.27678 0.03
C -0.05144 0.69809 3.53846 0.20
N 0.17267 0.26855 2.40097 -0.58
```

Results
LUMO level (alpha / beta) ... -0.54 / -2.12 eV
Gap between HOMO and LUMO (alpha / beta) ... 4.97 / 5.36 eV
2S+1 ... 3
Total energy ... -117547.9297 eV
Energy above the lowest of the compared OMol25 structures with the same formula, charge and spin ... 0.0 kcal/mol
E_HOMO (alpha / beta) ... -5.51 / -7.48 eV